# 1
Here is C43H55BN9O4V as an isolated structure from the Open Molecules 2025 dataset. Energies are from the ωB97M-V functional and the def2-TZVPD basis.

Each line ends with the Mulliken charge.
Cartesian coordinates (Å):
V  -0.842  -0.480  -0.938  -0.19
C  -2.152  4.166  -0.376  -1.64
C  -2.697  2.743  -0.547  1.63
C  -4.206  2.764  -0.774  -1.80
C  -2.313  1.925  0.649  -0.20
C  -2.937  1.895  1.901  -0.95
C  -2.062  1.183  2.694  -0.79
N  -1.003  0.811  1.962  1.39
N  -1.164  1.245  0.679  0.29
B  0.290  0.289  2.682  -0.92
N  0.836  -1.061  2.178  1.07
C  0.233  -2.239  2.417  -0.42
C  1.035  -3.242  1.931  -1.67
C  2.150  -2.563  1.400  0.18
N  2.021  -1.251  1.546  -0.52
C  3.402  -3.202  0.860  1.04
C  4.310  -2.216  0.139  -1.04
C  4.163  -3.889  2.000  -1.74
N  1.364  1.388  2.739  0.02
C  1.818  1.950  3.874  -0.84
C  2.665  2.985  3.538  -0.95
C  2.662  2.980  2.130  -0.35
N  1.872  2.020  1.670  0.42
C  3.382  3.883  1.167  1.37
C  2.391  4.576  0.231  -1.14
C  4.249  4.907  1.892  -1.94
H  -2.362  4.765  -1.265  0.45
H  -1.074  4.145  -0.216  0.21
H  -2.616  4.651  0.487  0.36
H  -2.194  2.319  -1.414  -0.18
H  -4.702  3.357  0.000  0.41
H  -4.633  1.760  -0.746  0.30
H  -4.443  3.212  -1.741  0.37
H  -3.878  2.333  2.186  0.47
H  -2.113  0.931  3.738  0.54
H  -0.077  0.128  3.823  -0.25
H  -0.733  -2.276  2.892  0.66
H  0.846  -4.303  1.951  0.47
H  3.097  -3.980  0.149  0.22
H  4.460  -1.323  0.747  0.25
H  3.876  -1.899  -0.808  -0.13
H  5.282  -2.672  -0.066  0.50
H  4.506  -3.139  2.718  0.35
H  5.036  -4.427  1.620  0.44
H  3.525  -4.593  2.535  0.39
H  1.505  1.574  4.833  0.49
H  3.201  3.636  4.208  0.44
H  4.041  3.256  0.557  -0.06
H  1.752  5.257  0.800  0.37
H  1.745  3.850  -0.262  0.08
H  2.915  5.157  -0.533  0.39
H  3.631  5.561  2.512  0.39
H  4.786  5.533  1.177  0.42
H  4.982  4.423  2.540  0.41
O  -3.826  -2.292  1.257  -0.85
C  -3.083  -1.700  0.483  0.20
O  -1.815  -1.572  0.532  -0.38
C  -3.685  -1.067  -0.774  0.09
C  -4.986  -1.215  -1.223  -0.96
C  -5.320  -0.675  -2.460  -0.63
C  -4.361  -0.002  -3.208  -0.90
C  -3.088  0.123  -2.680  0.13
N  -2.785  -0.405  -1.497  2.20
C  -1.903  0.826  -3.343  0.33
O  -2.070  1.367  -4.429  -0.83
O  -0.839  0.771  -2.634  -0.66
H  -5.693  -1.753  -0.606  0.57
H  -6.327  -0.787  -2.845  0.43
H  -4.569  0.433  -4.175  0.60
C  1.442  -6.466  -4.010  -1.59
C  0.109  -5.842  -4.445  1.95
C  -0.984  -6.902  -4.326  -2.20
C  0.205  -5.400  -5.912  -1.58
C  -0.180  -4.622  -3.578  0.43
C  -1.315  -4.501  -2.781  -1.10
C  -1.504  -3.360  -2.024  -0.88
N  -0.649  -2.339  -2.009  0.79
C  0.467  -2.452  -2.752  -0.37
C  0.717  -3.564  -3.542  -0.37
C  1.422  -1.340  -2.596  0.06
C  2.478  -1.117  -3.472  -0.34
C  3.343  -0.057  -3.260  0.13
C  3.096  0.731  -2.136  -0.85
C  2.032  0.451  -1.305  -1.30
N  1.189  -0.563  -1.532  1.23
C  4.500  0.275  -4.194  1.94
C  5.803  0.352  -3.388  -1.65
C  4.221  1.634  -4.851  -1.65
C  4.672  -0.776  -5.291  -2.24
H  1.664  -7.339  -4.629  0.45
H  1.399  -6.785  -2.967  0.37
H  2.270  -5.764  -4.111  0.30
H  -0.731  -7.755  -4.958  0.43
H  -1.953  -6.520  -4.653  0.40
H  -1.085  -7.264  -3.302  0.41
H  0.439  -6.258  -6.547  0.44
H  0.986  -4.652  -6.054  0.30
H  -0.738  -4.968  -6.249  0.38
H  -2.060  -5.280  -2.728  0.51
H  -2.376  -3.267  -1.392  0.45
H  1.637  -3.608  -4.107  0.50
H  2.589  -1.758  -4.333  0.72
H  3.724  1.577  -1.894  0.67
H  1.828  1.043  -0.418  0.32
H  5.769  1.139  -2.635  0.32
H  6.641  0.563  -4.057  0.45
H  5.998  -0.592  -2.875  0.35
H  4.121  2.420  -4.103  0.30
H  3.294  1.602  -5.426  0.39
H  5.039  1.903  -5.524  0.45
H  4.845  -1.769  -4.870  0.39
H  5.534  -0.517  -5.908  0.46
H  3.800  -0.824  -5.945  0.37

Cartesian forces (eV/Å) of the 3 atoms listed first:
0.207 0.459 0.403
-0.017 -0.007 -0.012
-0.009 -0.009 -0.021

Summary:
Kohn-Sham gap (spin up / spin down) in Eh: 0.21191 / 0.27645
Charge: -1
2S+1: 4
E_LUMO (spin up / spin down) in eV: 1.99 / 1.99
Relative energy (zero: lowest compared OMol25 entry of this formula, charge and spin) in eV: 0.000
Calculated total energy in eV: -93458.598



# 2
Here is C43H56Br2Cl2CoGeO5PSi as an isolated structure from the Open Molecules 2025 dataset. Energies are from the ωB97M-V functional and the def2-TZVPD basis.

Each line ends with the Mulliken charge.
Cartesian coordinates (Å):
Co  -6.758  -15.156  -13.704  0.94
C  -5.271  -16.224  -17.634  -1.07
P  -5.843  -15.010  -16.382  1.59
C  -4.435  -13.876  -16.285  -0.96
C  -7.267  -12.741  -15.811  -0.77
O  -5.857  -16.072  -15.242  -0.69
H  -4.866  -15.937  -18.651  0.27
H  -6.073  -16.989  -17.753  0.28
H  -4.507  -16.726  -17.046  0.33
H  -4.288  -13.260  -17.213  0.32
H  -3.517  -14.417  -16.045  0.20
H  -4.566  -13.161  -15.440  0.37
H  -7.424  -11.758  -16.282  0.22
H  -6.436  -12.729  -15.047  0.11
H  -8.060  -12.869  -15.064  -0.13
C  1.940  -15.545  -11.673  -1.59
C  0.466  -15.158  -11.804  2.36
C  0.010  -14.595  -10.430  -2.07
C  0.328  -13.991  -12.836  -1.61
Si  -0.668  -16.604  -12.211  -0.56
Br  -2.631  -15.730  -12.797  -0.33
C  -0.135  -17.573  -13.748  2.45
C  0.501  -16.729  -14.882  -1.83
C  0.937  -18.628  -13.371  -1.89
C  -1.301  -18.297  -14.450  -1.78
C  -1.173  -17.766  -10.707  2.62
C  -2.076  -17.061  -9.696  -2.01
C  0.087  -18.265  -9.962  -1.72
C  -1.967  -18.974  -11.180  -2.09
H  2.598  -14.657  -11.613  0.48
H  2.327  -16.113  -12.558  0.28
H  2.154  -16.143  -10.765  0.23
H  0.542  -13.655  -10.259  0.62
H  0.195  -15.189  -9.527  0.29
H  -1.076  -14.344  -10.377  0.37
H  0.793  -13.078  -12.448  0.55
H  -0.741  -13.774  -12.992  0.25
H  0.819  -14.221  -13.828  0.25
H  1.342  -16.227  -14.406  0.41
H  -0.168  -16.004  -15.324  0.23
H  0.855  -17.436  -15.648  0.55
H  1.892  -18.148  -13.118  0.29
H  1.081  -19.215  -14.275  0.60
H  0.698  -19.339  -12.569  0.28
H  -2.005  -17.567  -14.928  0.26
H  -1.993  -18.925  -13.848  0.25
H  -0.911  -18.927  -15.254  0.51
H  -1.598  -16.156  -9.230  0.26
H  -2.279  -17.773  -8.862  0.52
H  -3.063  -16.790  -10.109  0.27
H  0.636  -17.456  -9.546  0.36
H  0.827  -18.813  -10.572  0.26
H  -0.198  -18.911  -9.085  0.42
H  -2.959  -18.750  -11.635  0.26
H  -2.196  -19.624  -10.285  0.51
H  -1.396  -19.614  -11.845  0.40
Br  -3.997  -11.285  -6.455  -0.36
C  -4.265  -12.402  -7.949  0.17
C  -4.756  -13.728  -7.760  -0.75
C  -5.100  -14.478  -8.892  -0.34
C  -5.006  -13.908  -10.192  0.48
C  -4.423  -12.631  -10.356  -0.36
C  -4.073  -11.872  -9.237  -0.49
C  -5.538  -14.681  -11.352  0.63
O  -5.892  -15.888  -11.231  -0.92
O  -5.688  -14.047  -12.552  -0.55
H  -4.870  -14.096  -6.767  0.43
H  -5.515  -15.491  -8.831  0.38
H  -4.302  -12.155  -11.335  0.31
H  -3.593  -10.886  -9.311  0.31
Cl  -8.736  -11.945  -12.854  -0.19
C  -9.527  -13.152  -11.805  0.17
Cl  -8.686  -13.118  -10.262  -0.14
C  -9.489  -14.626  -12.413  0.10
O  -10.508  -15.250  -12.107  -0.68
O  -8.615  -14.910  -13.300  -0.40
H  -10.602  -12.935  -11.689  0.38
C  -7.213  -14.096  -16.459  0.67
Ge  -8.800  -14.655  -17.080  0.18
C  -9.127  -16.514  -17.493  0.01
C  -9.946  -16.810  -18.581  -0.04
C  -10.078  -18.105  -19.061  -0.84
C  -9.503  -19.177  -18.392  -0.47
C  -8.744  -18.933  -17.217  -0.68
C  -8.590  -17.622  -16.805  -0.33
C  -10.634  -14.036  -16.490  0.26
C  -11.655  -13.996  -17.459  0.16
C  -12.991  -13.661  -17.155  -1.13
C  -13.336  -13.415  -15.837  -0.36
C  -12.359  -13.458  -14.829  -0.71
C  -11.033  -13.707  -15.217  0.29
C  -8.925  -13.809  -18.873  0.00
C  -8.353  -14.513  -19.939  -0.36
C  -7.984  -13.904  -21.139  -0.82
C  -8.167  -12.532  -21.264  -0.44
C  -8.889  -11.818  -20.300  -0.86
C  -9.286  -12.513  -19.136  0.13
H  -10.446  -16.068  -19.198  0.26
H  -10.639  -18.269  -19.967  0.41
H  -9.687  -20.184  -18.721  0.36
H  -8.318  -19.756  -16.651  0.45
H  -7.958  -17.465  -15.914  0.24
H  -11.413  -14.116  -18.487  0.24
H  -13.745  -13.735  -17.904  0.39
H  -14.366  -13.246  -15.549  0.35
H  -12.621  -13.300  -13.799  0.43
H  -10.258  -13.620  -14.453  -0.55
H  -8.113  -15.583  -19.826  0.22
H  -7.567  -14.553  -21.913  0.38
H  -7.693  -11.951  -22.038  0.35
H  -9.140  -10.782  -20.474  0.41
H  -9.840  -11.914  -18.400  0.31

Cartesian forces (eV/Å) of the 3 atoms listed first:
0.816 -0.284 0.862
-0.512 -0.290 -1.300
1.465 -1.322 -0.248

Summary:
Kohn-Sham gap (spin up / spin down) in Eh: 0.08460 / 0.22917
Charge: -2
2S+1: 5
E_LUMO (spin up / spin down) in eV: 3.62 / 3.61
Relative energy (zero: lowest compared OMol25 entry of this formula, charge and spin) in eV: 0.000
Calculated total energy in eV: -332179.299